No. 1
Formula: C4H20NO5
Source: OMol25
Level of theory: the ωB97M-V functional and the def2-TZVPD basis

ORCA input file:
```
! wB97M-V def2-TZVPD RIJCOSX def2/J DEFGRID3
* xyz 1 1
C -0.572 2.004 -1.251
O -1.737 2.466 -0.607
C -0.393 0.511 -0.988
C 0.807 -0.061 -1.751
C 0.432 -1.353 -2.525
N -0.111 0.225 0.487
H -0.674 2.105 -2.359
H 0.240 2.802 -1.140
H -2.567 2.018 -0.794
H -1.320 -0.063 -1.120
H 1.065 0.698 -2.530
H 1.849 -0.027 -1.297
H 0.694 -2.229 -1.936
H -0.598 -1.194 -2.785
H 1.059 -1.442 -3.438
H 0.825 0.524 0.742
H -0.274 -0.762 0.625
H -0.980 0.674 0.933
H 0.579 -4.070 1.165
H -0.742 -3.607 0.552
O 0.037 -3.287 1.020
H 1.222 -1.219 2.892
H -0.160 -1.805 3.124
O 0.289 -0.981 2.897
H 3.050 0.876 1.989
H 3.250 2.032 0.841
O 2.679 1.398 1.277
H -2.627 1.968 1.700
H -3.036 0.718 2.384
O -2.286 1.082 1.894
*
```

The calculation puts the energy above the lowest of the compared OMol25 structures with the same formula, charge and spin at 28.5 kcal/mol. The HOMO energy comes out at -14.05 eV.

No. 2
Formula: C5H9NO
Source: OMol25
Level of theory: the ωB97M-V functional and the def2-TZVPD basis

ORCA input file:
```
! wB97M-V def2-TZVPD RIJCOSX def2/J DEFGRID3
* xyz 0 1
C 0.306 0.413 2.069
C 0.038 0.663 0.553
C -1.375 1.054 0.384
N -2.487 1.330 0.210
C 0.450 -0.695 -0.265
C 0.301 -0.994 -1.890
O -0.047 0.349 -2.146
H 1.364 0.180 2.227
H -0.290 -0.427 2.440
H 0.067 1.284 2.697
H 0.631 1.543 0.262
H 1.507 -0.763 -0.041
H -0.139 -1.453 0.231
H -0.499 -1.693 -2.258
H 1.129 -1.217 -2.624
H -0.957 0.427 -1.850
*
```

As for the SMILES: C[C@H](C#N)CCO. The calculation puts the energy above the lowest of the compared OMol25 structures with the same formula, charge and spin at 64.5 kcal/mol. The HOMO energy comes out at -9.81 eV.

No. 3
Formula: C3H3NO2
Source: OMol25
Level of theory: the ωB97M-V functional and the def2-TZVPD basis

ORCA input file:
```
! wB97M-V def2-TZVPD RIJCOSX def2/J DEFGRID3
* xyz 0 1
O -1.775 0.119 -0.119
C -0.519 0.165 -0.167
C 0.402 -0.942 -0.062
N 1.687 -0.614 -0.054
O 1.543 0.678 -0.100
C 0.265 1.171 -0.098
H -2.053 -0.856 0.414
H 0.113 -2.061 -0.123
H 0.337 2.340 0.310
*
```

As for the SMILES: Oc1cnoc1. The calculation puts the energy above the lowest of the compared OMol25 structures with the same formula, charge and spin at 110.3 kcal/mol. The HOMO energy comes out at -9.50 eV.

No. 4
Formula: C2H2O3
Source: OMol25
Level of theory: the ωB97M-V functional and the def2-TZVPD basis

ORCA input file:
```
! wB97M-V def2-TZVPD RIJCOSX def2/J DEFGRID3
* xyz 0 1
O 1.744 0.089 0.132
C 0.883 -0.741 -0.108
C -0.575 -0.073 -0.135
O -1.695 -0.554 0.152
O -0.463 1.138 -0.106
H 0.879 -1.925 -0.288
H 0.580 1.424 0.318
*
```

As for the SMILES: O=CC(=O)O. The calculation puts the energy above the lowest of the compared OMol25 structures with the same formula, charge and spin at 44.2 kcal/mol. The HOMO energy comes out at -10.32 eV.

No. 5
Formula: C21H25FeOS
Source: OMol25
Level of theory: the ωB97M-V functional and the def2-TZVPD basis

ORCA input file:
```
! wB97M-V def2-TZVPD RIJCOSX def2/J DEFGRID3
* xyz -2 6
Fe -0.059 0.759 0.512
C 1.563 0.953 1.689
C 1.831 -0.027 0.659
C 1.649 0.616 -0.621
H 2.309 -0.991 0.803
C 1.382 2.003 -0.375
C 1.355 2.206 1.053
H 1.267 3.159 1.574
H 1.664 0.784 2.756
H 1.892 0.174 -1.582
H 1.347 2.770 -1.145
C -1.996 0.541 1.108
C -1.412 1.772 1.591
C -1.139 2.599 0.439
H -1.360 2.057 2.635
C -1.436 1.842 -0.752
C -1.916 0.550 -0.353
H -2.355 -0.197 -1.004
H -2.561 -0.161 1.702
H -0.861 3.641 0.468
H -1.440 2.222 -1.761
O -0.106 -1.994 -0.903
C -0.408 -0.016 -4.535
C 0.130 -1.212 -3.945
C 0.401 1.227 -4.232
C -1.922 0.020 -4.365
C 0.324 -2.252 -2.033
H 1.210 -1.322 -4.055
H -0.408 -2.116 -4.250
H -0.253 -3.159 -2.516
H 1.499 -2.181 -2.191
H 0.640 2.032 -4.966
H 1.355 0.811 -3.820
H -0.132 1.669 -3.343
H -2.620 -0.016 -5.225
H -2.160 0.899 -3.737
H -2.071 -0.902 -3.753
S -0.403 -1.345 1.280
C 0.079 -1.561 2.860
C 1.348 -2.113 3.127
C 1.724 -2.053 4.457
C 0.805 -1.524 5.379
C -0.493 -1.077 5.077
C -0.913 -1.146 3.765
H 1.943 -2.501 2.284
H 2.719 -2.422 4.699
H 1.104 -1.478 6.410
H -1.220 -0.680 5.779
H -1.896 -0.859 3.356
*
```

Its expectation value of S² is 8.8674. The HOMO energy (spin up / spin down) comes out at 2.97 / -1.55 eV.

No. 6
Formula: C17H20ClNO6P
Source: OMol25
Level of theory: the ωB97M-V functional and the def2-TZVPD basis

ORCA input file:
```
! wB97M-V def2-TZVPD RIJCOSX def2/J DEFGRID3
* xyz 1 1
C 0.971 -3.051 2.731
C 0.889 -2.562 1.204
C -0.496 -2.887 0.464
Cl -0.159 -2.697 -1.358
P -1.923 -1.743 0.923
N -1.835 -1.100 2.548
C -3.522 -2.745 0.599
C -3.430 -4.055 1.531
O -3.386 -3.939 2.786
O -3.438 -5.359 0.974
H 1.992 -3.578 2.865
H 0.973 -2.188 3.489
H 0.191 -3.857 3.005
H 1.207 -1.455 1.130
H 1.704 -3.142 0.626
H -0.762 -3.981 0.674
H -2.012 -0.620 0.008
H -1.938 -0.058 2.503
H -2.710 -1.412 3.009
H -3.559 -3.111 -0.485
H -4.466 -2.140 0.875
H -4.339 -5.524 0.590
C 0.510 2.671 0.372
C 1.724 3.219 0.451
C 2.261 3.711 1.737
O 3.366 4.213 1.809
C 1.403 3.571 2.933
C 0.189 3.023 2.854
C -0.346 2.531 1.568
O -1.457 2.026 1.494
H 0.099 2.304 -0.565
H 2.366 3.329 -0.415
H 1.812 3.936 3.867
H -0.453 2.913 3.720
C 0.397 2.804 -4.017
C 1.180 3.065 -5.064
C 2.391 2.261 -5.337
O 3.105 2.499 -6.289
C 2.699 1.156 -4.403
C 1.916 0.896 -3.356
C 0.706 1.699 -3.085
O -0.013 1.460 -2.126
H -0.493 3.382 -3.802
H 0.968 3.870 -5.757
H 3.589 0.577 -4.617
H 2.127 0.091 -2.662
*
```

The calculation puts the energy above the lowest of the compared OMol25 structures with the same formula, charge and spin at 34.8 kcal/mol. The HOMO energy comes out at -12.54 eV.

No. 7
Formula: C3H3ClOS
Source: OMol25
Level of theory: the ωB97M-V functional and the def2-TZVPD basis

ORCA input file:
```
! wB97M-V def2-TZVPD RIJCOSX def2/J DEFGRID3
* xyz 0 1
O 1.151 1.589 0.003
C 1.084 0.386 -0.004
S 2.591 -0.556 -0.005
C -0.194 -0.351 0.010
C -1.296 0.400 -0.009
Cl -2.871 -0.280 -0.004
H 1.988 -1.759 0.018
H -0.179 -1.418 0.083
H -1.226 1.503 0.061
*
```

As for the SMILES: O=C(S)/C=C/Cl. The calculation puts the energy above the lowest of the compared OMol25 structures with the same formula, charge and spin at 2.0 kcal/mol. The HOMO energy comes out at -10.17 eV.

No. 8
Formula: C25H45BrClPTc
Source: OMol25
Level of theory: the ωB97M-V functional and the def2-TZVPD basis

ORCA input file:
```
! wB97M-V def2-TZVPD RIJCOSX def2/J DEFGRID3
* xyz 0 4
Tc -0.433 0.299 0.444
Cl -2.454 -0.628 0.279
P -0.161 0.407 -2.003
C -0.730 2.343 0.784
H 0.148 3.034 0.762
H -1.123 2.741 1.774
C 1.264 -0.564 -2.791
C 0.135 2.186 -2.643
C 2.604 0.011 -2.323
H 1.125 -1.566 -2.339
C 3.765 -0.906 -2.724
H 2.749 0.997 -2.789
H 2.607 0.175 -1.234
C 3.766 -1.224 -4.224
H 4.708 -0.427 -2.437
H 3.681 -1.839 -2.152
C 2.395 -1.665 -4.754
H 4.097 -0.337 -4.780
H 4.496 -2.014 -4.424
C 1.263 -0.732 -4.322
H 2.408 -1.725 -5.849
H 2.170 -2.672 -4.375
H 1.391 0.249 -4.803
H 0.308 -1.132 -4.683
C -1.696 -0.252 -2.971
C 0.561 2.484 -4.078
H -0.873 2.620 -2.528
C 0.432 3.998 -4.341
H 1.609 2.171 -4.196
H -0.034 1.928 -4.817
C 1.173 4.876 -3.317
H 0.811 4.204 -5.350
H -0.634 4.272 -4.327
C 0.908 4.454 -1.875
H 2.253 4.806 -3.497
H 0.903 5.930 -3.454
C 1.103 2.941 -1.723
H 1.585 4.970 -1.182
H -0.114 4.731 -1.580
H 2.137 2.652 -1.961
H 0.982 2.676 -0.677
C -1.697 -1.788 -3.012
H -2.494 0.069 -2.284
C -3.043 -2.339 -3.506
H -0.904 -2.129 -3.690
H -1.473 -2.207 -2.019
C -3.477 -1.745 -4.853
H -2.971 -3.431 -3.594
H -3.813 -2.122 -2.755
C -3.336 -0.215 -4.910
H -2.888 -2.198 -5.664
H -4.523 -2.014 -5.045
C -1.993 0.303 -4.365
H -3.457 0.124 -5.949
H -4.152 0.233 -4.327
H -1.197 -0.002 -5.062
H -2.014 1.403 -4.368
C 0.600 -1.706 0.914
C 0.377 -0.921 1.976
H 1.592 -1.688 0.431
C -0.778 -1.126 3.006
H 1.107 -0.168 2.346
C -1.060 -2.624 3.251
H -0.461 -0.625 3.931
H -1.732 -0.610 2.779
C -1.152 -3.370 1.937
H -0.267 -3.038 3.877
H -1.957 -2.765 3.871
C -0.018 -3.124 0.932
H -1.202 -4.442 2.154
H -2.109 -3.121 1.491
H 0.799 -3.834 1.135
H -0.344 -3.429 -0.074
Br -2.136 2.883 -0.508
*
```

The calculation puts the energy above the lowest of the compared OMol25 structures with the same formula, charge and spin at 15.8 kcal/mol. Its expectation value of S² is 3.7849. The HOMO energy (spin up / spin down) comes out at -6.80 / -7.38 eV.

Q: Number 5 is which compound?
A: C21H25FeOS

Q: Which formula does entry 7 have?
A: C3H3ClOS